No. 1
Here is the molecule C5H9NO at a distorted geometry from the OMol25 dataset. Energies are from wB97M-V/def2-TZVPD.

LUMO: 0.78 eV
Energy relative to the best compared isomer or geometry (same formula, charge and spin): 534.5 kJ/mol
Structure (SMILES): CCC1=N[C@]1(C)O
2S+1: 1

Bonds (Å) are listed after each position.
Geometry (Å):
1 C -1.456 0.027 0.026  C2 1.894, C5 1.426, N6 1.274
2 C -0.655 -1.659 -0.291  C1 1.894, C3 1.514, N6 1.452, O7 1.381
3 C 0.034 -1.761 -1.635  C2 1.514, H8 1.125, H9 1.179, H10 1.083
4 C 0.038 1.676 0.871  C5 1.506, H11 1.103, H12 1.147, H13 1.196
5 C -1.174 1.425 0.013  C1 1.426, C4 1.506, H14 1.144, H15 1.156
6 N -1.990 -1.123 -0.097  C1 1.274, C2 1.452
7 O 0.008 -2.270 0.756  C2 1.381, H16 0.955
8 H -0.579 -1.988 -2.551  C3 1.125
9 H 0.948 -2.498 -1.527  C3 1.179
10 H 0.471 -0.825 -1.964  C3 1.083
11 H 0.880 1.032 0.566  C4 1.103
12 H -0.263 1.175 1.858  C4 1.147
13 H 0.246 2.821 1.148  C4 1.196
14 H -1.249 1.851 -1.047  C5 1.144
15 H -2.087 1.815 0.605  C5 1.156
16 H -0.523 -2.526 1.507  O7 0.955



No. 2
Here is a cluster of 2 separate species, C5H9NO in total from the OMol25 dataset. Energies are from wB97M-V/def2-TZVPD.

LUMO: 0.92 eV
Energy relative to the best compared isomer or geometry (same formula, charge and spin): 226.8 kJ/mol
Structure (SMILES): C=C(C)CN=C=O.[H][H]
2S+1: 1

Bonds (Å) are listed after each position.
Geometry (Å):
1 C 1.459 0.612 0.261  C2 1.331, H8 1.085, H10 1.087
2 C 0.354 -0.028 0.636  C1 1.331, C3 1.510, C4 1.514
3 C 0.364 -1.500 0.971  C2 1.510, H11 1.095, H12 1.094, H13 1.095
4 C -1.001 0.647 0.605  C2 1.514, N5 1.468, H14 1.096, H15 1.094
5 N -1.698 0.259 -0.626  C4 1.468, C6 1.215
6 C -1.286 -0.564 -1.420  N5 1.215, O7 1.172
7 O -0.950 -1.352 -2.220  C6 1.172
8 H 1.464 1.682 0.080  C1 1.085
9 H 0.541 1.853 -1.792  H16 0.742
10 H 2.388 0.079 0.076  C1 1.087
11 H 0.710 -1.634 2.001  C3 1.095
12 H 1.039 -2.060 0.317  C3 1.094
13 H -0.631 -1.952 0.899  C3 1.095
14 H -1.639 0.344 1.443  C4 1.096
15 H -0.918 1.738 0.629  C4 1.094
16 H -0.197 1.878 -1.860  H9 0.742



No. 3
Here is the molecule C5H9NO at a distorted geometry from the OMol25 dataset. Energies are from wB97M-V/def2-TZVPD.

LUMO: 0.95 eV
Energy relative to the best compared isomer or geometry (same formula, charge and spin): 134.5 kJ/mol
Structure (SMILES): O=CN1CCCC1
2S+1: 1

Bonds (Å) are listed after each position.
Geometry (Å):
1 C -1.183 0.499 0.043  N2 1.456, C7 1.545, H8 1.092, H9 1.099
2 N -0.084 0.591 -0.908  C1 1.456, C3 1.419, C5 1.451
3 C 0.742 1.741 -0.818  N2 1.419, O4 1.191, H10 1.110
4 O 0.539 2.748 -1.422  C3 1.191
5 C 0.672 -0.646 -0.829  N2 1.451, C6 1.554, H11 1.100, H12 1.087
6 C 0.472 -1.231 0.596  C5 1.554, C7 1.529, H13 1.084, H14 1.093
7 C -0.791 -0.543 1.114  C1 1.545, C6 1.529, H15 1.087, H16 1.085
8 H -2.121 0.262 -0.463  C1 1.092
9 H -1.435 1.473 0.484  C1 1.099
10 H 1.620 1.609 -0.153  C3 1.110
11 H 1.743 -0.494 -1.031  C5 1.100
12 H 0.365 -1.363 -1.586  C5 1.087
13 H 1.377 -1.028 1.157  C6 1.084
14 H 0.346 -2.314 0.510  C6 1.093
15 H -1.603 -1.255 1.235  C7 1.087
16 H -0.659 -0.049 2.071  C7 1.085



No. 4
Here is a cluster of 2 separate species, C5H9NO in total at a distorted geometry from the OMol25 dataset. Energies are from wB97M-V/def2-TZVPD.

LUMO: 0.93 eV
Energy relative to the best compared isomer or geometry (same formula, charge and spin): 103.8 kJ/mol
Structure (SMILES): Cc1cc[nH]c1.O
2S+1: 1

Bonds (Å) are listed after each position.
Geometry (Å):
1 C -1.022 0.771 1.447  C2 1.485, H7 1.089, H8 1.097, H9 1.099
2 C -0.025 0.509 0.378  C1 1.485, C3 1.371, C6 1.423
3 C -0.282 0.466 -0.968  C2 1.371, N4 1.389, H10 1.076
4 N 0.945 0.481 -1.620  C3 1.389, C5 1.366, H11 1.012
5 C 1.931 0.444 -0.676  N4 1.366, C6 1.372, H12 1.079
6 C 1.382 0.447 0.581  C2 1.423, C5 1.372, H13 1.075
7 H -0.617 0.976 2.436  C1 1.089
8 H -1.640 1.660 1.271  C1 1.097
9 H -1.747 -0.047 1.561  C1 1.099
10 H -1.265 0.547 -1.397  C3 1.076
11 H 1.010 0.558 -2.627  N4 1.012
12 H 2.960 0.320 -0.978  C5 1.079
13 H 1.983 0.380 1.469  C6 1.075
14 H -0.463 -2.650 -0.531  O16 0.974
15 H -1.711 -2.215 0.235  O16 0.962
16 O -1.436 -2.646 -0.580  H14 0.974, H15 0.962



Number 1: HOMO-LUMO gap 7.31 eV. Number 2: HOMO-LUMO gap 10.72 eV. Number 3: HOMO-LUMO gap 10.19 eV. Number 4: HOMO-LUMO gap 9.14 eV.